No. 1
Formula: C18H38BaN6O3SSi4
Source: the Open Molecules 2025 dataset
Level of theory: ωB97M-V/def2-TZVPD

DFT total energy: -2844.7722 Eh
E_LUMO: -0.4 eV
orbital gap: 6.23 eV
energy relative to the best compared isomer or geometry (same formula, charge and spin): 9.2 kJ/mol

ORCA input file:
```
! RIJCOSX wB97M-V def2-TZVPD def2/J DEFGRID3
* xyz 0 1
Ba -0.91 1.85 0.65
S -0.79 2.90 -2.16
Si -0.86 -2.16 3.82
Si -1.08 1.38 4.71
Si 2.20 -0.08 3.96
Si 0.00 -0.07 3.23
O 0.36 1.98 -1.78
O -0.05 4.52 0.94
O -0.61 3.53 -3.48
N 3.69 2.00 0.72
N -2.24 4.39 0.73
N 2.49 4.57 -2.87
N 3.20 3.34 -1.07
N 1.76 3.24 0.83
N 1.31 4.78 -0.92
C 3.29 -0.97 2.70
C -0.84 3.18 4.15
C -1.17 5.07 0.36
C 2.81 1.69 4.19
C -3.56 5.85 -0.61
C -2.96 1.10 4.68
C 1.09 4.20 0.23
C 0.29 -3.53 3.21
C -2.41 6.56 -0.97
C 2.51 -0.95 5.61
C -2.54 -2.46 3.01
C -3.43 4.79 0.25
C -1.11 -2.41 5.68
C -0.54 1.32 6.51
C 2.88 2.89 0.14
C -2.12 1.63 -2.39
C 2.33 4.20 -1.59
C -1.18 6.17 -0.47
H 3.14 -0.61 1.68
H -2.69 1.51 -1.46
H -4.53 6.13 -0.99
H -1.46 -3.42 5.90
H -3.32 0.84 3.68
H -0.66 0.31 6.91
H 1.26 -3.49 3.71
H 3.45 1.61 1.62
H -0.18 -2.24 6.23
H -4.30 4.23 0.57
H -3.27 -1.72 3.32
H -0.27 6.68 -0.73
H 0.22 3.43 4.00
H -1.85 -1.70 6.06
H -3.49 1.99 5.01
H 3.10 4.00 -3.42
H -2.48 7.40 -1.65
H -2.93 -3.45 3.27
H -1.36 3.42 3.21
H 3.57 -0.88 5.89
H 0.47 -3.43 2.14
H 3.04 -2.03 2.69
H -1.67 0.69 -2.70
H 2.50 2.37 3.39
H -3.24 0.28 5.34
H 2.38 2.09 5.12
H 3.90 1.75 4.29
H -2.45 -2.42 1.92
H -1.12 2.01 7.13
H 2.25 -2.00 5.57
H 0.52 1.59 6.62
H -1.24 3.86 4.90
H -0.14 -4.52 3.39
H 1.92 -0.49 6.41
H 4.36 -0.89 2.94
H 4.47 1.65 0.20
H -2.82 1.98 -3.15
H 1.64 4.89 -3.33
*
```

***

No. 2
Formula: C4H6AgF6N3O6S2
Source: the Open Molecules 2025 dataset
Level of theory: ωB97M-V/def2-TZVPD

DFT total energy: -2314.2328 Eh
E_LUMO: -0.1 eV
orbital gap: 9.84 eV

ORCA input file:
```
! RIJCOSX wB97M-V def2-TZVPD def2/J DEFGRID3
* xyz 0 1
Ag 0.09 -0.58 -0.86
S -2.49 -0.98 -0.33
S -1.08 -3.22 0.33
F 0.40 -1.44 1.73
F -4.60 0.45 -0.85
F -4.96 -1.69 -0.84
F -4.71 -0.62 1.03
F -1.25 -2.32 2.82
F 0.52 -3.49 2.40
O -0.11 -2.87 -0.69
O 2.34 0.11 -0.84
O -2.16 -0.81 -1.73
O -1.89 0.00 0.55
O 3.93 1.61 -0.52
O -1.28 -4.60 0.62
N 1.74 2.29 -0.56
N -2.44 -2.45 0.22
N 0.38 1.96 -0.62
C -4.32 -0.70 -0.23
C 2.65 1.27 -0.65
C 4.33 2.97 -0.44
C -0.31 -2.57 1.92
H -0.09 2.55 -1.29
H 4.01 3.43 0.50
H 2.00 3.19 -0.20
H 5.41 2.95 -0.46
H -0.07 2.01 0.28
H 3.96 3.54 -1.29
*
```

***

No. 3
Formula: C49H48BrF4N2P3Si2W
Source: the Open Molecules 2025 dataset
Level of theory: ωB97M-V/def2-TZVPD

DFT total energy: -6647.8056 Eh
E_LUMO: -12.9 eV
orbital gap: 5.82 eV
energy relative to the best compared isomer or geometry (same formula, charge and spin): 89.0 kJ/mol

ORCA input file:
```
! RIJCOSX wB97M-V def2-TZVPD def2/J DEFGRID3
* xyz 4 1
W -0.24 -0.16 -0.19
Br -0.17 -3.07 0.01
P -1.26 -1.18 -2.45
P -0.62 0.78 2.32
P 2.08 -0.44 1.12
Si -1.68 2.96 0.02
Si 2.74 -0.40 -2.11
F -2.14 -7.02 -2.64
F -3.14 -5.42 -4.59
F -0.76 -5.94 -0.59
F -2.77 -2.77 -4.48
N 1.61 -0.26 -0.55
N -0.92 1.37 0.72
C -1.15 2.70 -1.75
C -5.22 0.06 -0.54
C 2.99 1.03 1.50
C -3.12 0.92 3.41
C -3.39 -1.85 3.64
C -2.23 -3.54 -3.55
C 2.97 -1.89 1.60
C 5.04 -3.08 1.80
C -0.85 4.47 0.70
C 4.37 -4.11 2.45
C -4.41 -1.00 4.08
C -4.20 -0.51 0.20
C 4.50 -0.05 -1.65
C 4.35 -1.96 1.38
C -0.85 -0.59 -4.10
C 2.04 0.89 -3.25
C -3.82 0.10 -2.51
C 0.85 3.01 3.15
C 2.30 -2.91 2.27
C -5.03 0.37 -1.89
C -2.80 -0.52 -1.79
C 3.91 3.15 0.85
C 0.24 -1.04 -6.20
C -0.22 1.64 4.84
C 0.39 -0.50 1.63
C -0.15 0.21 -6.67
C 3.69 1.08 2.71
C -1.93 -5.73 -2.61
C -4.27 0.38 3.96
C 2.49 -2.19 -2.52
C -1.01 -3.81 -1.53
C -1.21 -5.17 -1.56
C -2.10 0.06 2.97
C 4.61 3.20 2.06
C -3.49 2.93 0.39
C 3.01 -4.02 2.70
C -3.00 -0.82 -0.42
C 1.33 3.85 4.14
C -2.44 -4.91 -3.61
C -2.24 -1.32 3.09
C 0.06 1.92 3.49
C 1.05 3.58 5.48
C -1.24 0.66 -4.57
C -1.48 -2.96 -2.53
C 3.10 2.07 0.57
C -0.11 -1.44 -4.92
C 4.49 2.17 2.99
C 0.28 2.47 5.82
C -0.89 1.06 -5.85
H -2.30 -1.44 0.13
H -1.01 4.62 1.77
H 2.10 0.53 -4.28
H 2.87 -2.82 -1.72
H 2.57 2.03 -0.38
H 2.50 -4.81 3.24
H 0.80 -1.71 -6.84
H -5.30 -1.41 4.52
H 6.11 -3.15 1.64
H -5.06 1.04 4.31
H -3.00 2.00 3.36
H 5.01 0.10 -2.61
H 4.99 -0.89 -1.16
H 3.63 0.26 3.42
H 1.08 3.23 2.11
H -1.20 2.03 -6.22
H 1.42 4.24 6.25
H 0.99 1.13 -3.07
H -4.35 -0.77 1.24
H -3.75 3.76 1.05
H 1.91 4.72 3.87
H -3.50 -2.92 3.76
H 4.65 0.87 -1.08
H 0.21 4.55 0.47
H 5.05 2.21 3.92
H 4.88 -1.14 0.91
H 1.25 -2.82 2.51
H 1.44 -2.45 -2.70
H -0.10 2.97 -1.90
H -4.07 3.07 -0.53
H -6.18 0.26 -0.08
H -1.75 3.29 -2.45
H 4.92 -4.98 2.79
H -1.29 1.65 -2.06
H 5.26 4.04 2.27
H 3.04 -2.44 -3.43
H -3.82 2.00 0.85
H -1.44 -1.98 2.78
H 0.17 -2.44 -4.60
H -1.35 5.31 0.20
H 0.12 0.52 -7.67
H -5.84 0.79 -2.46
H 0.07 2.26 6.86
H 4.03 3.95 0.13
H 2.62 1.81 -3.18
H -1.82 1.34 -3.96
H -0.83 0.79 5.12
H -3.71 0.29 -3.57
*
```

***

No. 4
Formula: C20H24N2O3S
Source: the Open Molecules 2025 dataset
Level of theory: ωB97M-V/def2-TZVPD

DFT total energy: -1509.9676 Eh
E_LUMO: 0.5 eV
orbital gap: 9.34 eV
SMILES string: CC(C)CCNC(=O)c1ccc([C@H]2SCC(=O)N2Cc2ccco2)cc1
energy relative to the best compared isomer or geometry (same formula, charge and spin): 126.5 kJ/mol

ORCA input file:
```
! RIJCOSX wB97M-V def2-TZVPD def2/J DEFGRID3
* xyz 0 1
S 3.59 -1.45 -2.50
O -2.44 1.71 0.47
O 6.75 0.85 0.63
O 5.05 2.09 -2.92
N -2.78 -0.51 0.69
N 4.25 0.75 -1.27
C -0.59 0.27 0.08
C 1.37 0.90 -1.16
C -5.02 -0.95 -0.21
C 3.51 -0.43 -0.96
C -2.02 0.58 0.43
C 0.11 -0.78 0.65
C 0.05 1.12 -0.81
C 4.52 1.07 -2.56
C -4.19 -0.42 0.97
C 5.43 0.99 0.85
C 1.44 -0.99 0.32
C -7.02 -1.72 1.16
C 7.26 0.19 1.68
C -6.54 -0.86 -0.01
C -7.01 0.58 0.16
C 5.09 0.42 2.04
C 6.29 -0.10 2.59
C 4.06 -0.03 -3.51
C 2.08 -0.16 -0.59
C 4.59 1.67 -0.19
H 1.98 -1.80 0.77
H -6.68 -1.32 2.11
H -2.40 -1.43 0.51
H 5.15 2.49 -0.65
H -4.41 -0.98 1.88
H -6.62 1.21 -0.63
H 4.86 -0.30 -4.18
H -4.75 -1.99 -0.38
H 8.31 -0.01 1.67
H -0.36 -1.42 1.38
H -4.75 -0.38 -1.10
H 6.40 -0.61 3.52
H 3.68 2.05 0.27
H -6.66 -2.74 1.06
H -6.99 -1.25 -0.93
H -0.49 1.95 -1.23
H 3.21 0.32 -4.09
H -6.68 0.99 1.12
H -8.09 0.63 0.14
H 4.11 0.39 2.48
H -4.40 0.64 1.14
H 1.86 1.56 -1.86
H -8.11 -1.75 1.18
H 4.00 -1.01 -0.18
*
```

***

No. 5
Formula: C2H5O2S
Source: the Open Molecules 2025 dataset
Level of theory: ωB97M-V/def2-TZVPD

DFT total energy: -627.9152 Eh
E_LUMO: 4.2 eV
orbital gap: 7.26 eV
energy relative to the best compared isomer or geometry (same formula, charge and spin): 67.3 kJ/mol

ORCA input file:
```
! RIJCOSX wB97M-V def2-TZVPD def2/J DEFGRID3
* xyz -1 1
S 1.80 -0.33 -0.45
O -2.59 -0.17 0.69
O -1.13 -0.15 -1.01
C 1.54 0.51 1.13
C -1.76 0.38 0.02
H -0.10 -0.36 -0.93
H 1.61 1.59 1.04
H -1.54 1.45 0.15
H 2.32 0.21 1.83
H 0.53 0.26 1.48
*
```

***

No. 6
Formula: C3H3N3O2
Source: the Open Molecules 2025 dataset
Level of theory: ωB97M-V/def2-TZVPD

DFT total energy: -430.7919 Eh
E_LUMO: 0.7 eV
orbital gap: 9.99 eV
SMILES string: [H]/N=C/n1ncoc1=O
energy relative to the best compared isomer or geometry (same formula, charge and spin): 338.9 kJ/mol

ORCA input file:
```
! RIJCOSX wB97M-V def2-TZVPD def2/J DEFGRID3
* xyz 0 1
O -1.41 1.92 -0.16
O -2.21 -0.29 0.18
N 2.24 -0.23 -0.01
N 0.05 0.07 -0.22
N -0.15 -1.21 -0.34
C -1.36 -1.33 0.02
C -1.21 0.80 -0.12
C 1.31 0.66 0.01
H 3.19 0.28 0.43
H -1.74 -2.41 0.01
H 1.29 1.75 0.20
*
```

***

Strongest force on any atom, respectively: 1.12, 1.54, 0.83, 0.98, 0.85, 6.61 eV Å⁻¹.